No. 1
{"formula": "C22H23F5N2ORuSSeSi", "method": "wB97M-V/def2-TZVPD", "charge": 1, "multiplicity": 2, "de_lowest_kcal_mol": 14.79, "elements": ["Ru", "Se", "S", "Si", "F", "F", "F", "F", "F", "O", "N", "N", "C", "C", "C", "C", "C", "C", "C", "C", "C", "C", "C", "C", "C", "C", "C", "C", "C", "C", "C", "C", "C", "C", "H", "H", "H", "H", "H", "H", "H", "H", "H", "H", "H", "H", "H", "H", "H", "H", "H", "H", "H", "H", "H", "H", "H"], "xyz": [[-0.2591, -0.2720, 0.9612], [-2.1551, -0.9098, 2.1836], [0.3940, -2.3517, 0.1342], [3.6097, -3.9164, -0.5073], [-5.8558, -4.3581, 3.1661], [-4.2164, -2.3290, 3.7562], [-2.3787, -2.5872, -0.5944], [-4.0074, -4.6072, -1.1487], [-5.7624, -5.5175, 0.7134], [-0.3811, 1.5462, 2.3006], [1.7675, -0.2685, 0.4829], [-0.8805, 0.8369, -0.7172], [3.5443, -3.9908, -2.3716], [1.9666, -1.5708, 0.1865], [-4.0524, -4.0509, 0.0578], [-2.6337, 0.1458, -2.2145], [3.2468, -2.1047, -0.0294], [-4.9507, -4.5154, 1.0040], [4.2855, -1.1908, 0.0684], [-4.9977, -3.9202, 2.2553], [-1.4395, -0.0558, -1.5532], [-4.1436, -2.8713, 2.5421], [-0.6754, 3.1535, 0.0803], [-3.2086, -3.0004, 0.3697], [2.3759, -5.0823, 0.2632], [-1.4354, 2.0745, -0.6372], [5.3277, -4.2984, 0.1219], [-1.2786, 3.6262, 1.4032], [2.7950, 0.5882, 0.5912], [-3.2281, -2.3821, 1.6116], [-2.6164, 2.3516, -1.2984], [4.0787, 0.1620, 0.3771], [-1.4885, 2.4756, 2.3681], [-3.2477, 1.3740, -2.0562], [-2.3652, 1.8884, 2.0992], [5.4043, -4.1479, 1.2004], [-0.8909, -0.9788, -1.6614], [5.5629, -5.3451, -0.0815], [0.4419, 2.0464, 2.3392], [2.5521, -3.7237, -2.7409], [1.3991, -5.0319, -0.2171], [0.3446, 2.7968, 0.2270], [2.5555, 1.6183, 0.8219], [-3.0494, -0.6378, -2.8293], [3.7719, -4.9970, -2.7290], [6.1010, -3.6999, -0.3623], [-0.5995, 4.0101, -0.5919], [-1.5966, 2.8079, 3.3998], [4.2665, -3.3062, -2.8203], [-3.0341, 3.3476, -1.2315], [-2.2431, 4.1105, 1.2369], [2.7483, -6.1036, 0.1536], [-0.6214, 4.3837, 1.8355], [5.3029, -1.5268, -0.0925], [4.9043, 0.8550, 0.4437], [2.2383, -4.8921, 1.3288], [-4.1891, 1.5924, -2.5431]], "lowdin_spin": [0.711, 0.172, -0.020, -0.001, -0.002, 0.003, 0.003, -0.002, 0.004, 0.005, 0.010, -0.003, 0.000, 0.014, -0.002, -0.003, -0.002, 0.013, 0.015, -0.002, 0.014, 0.013, 0.001, 0.010, -0.001, 0.008, 0.000, 0.001, 0.009, 0.015, -0.001, 0.000, 0.001, 0.014, 0.002, 0.000, 0.000, 0.000, 0.000, 0.000, 0.000, 0.000, 0.000, 0.000, 0.000, 0.000, 0.000, 0.000, 0.000, 0.000, 0.000, 0.000, 0.000, 0.001, 0.000, 0.000, 0.001]}

No. 2
{"formula": "C5H8O", "method": "wB97M-V/def2-TZVPD", "de_lowest_kcal_mol": 47.62, "smiles": "O[C@@]12CC[C@@H]1C2", "elements": ["O", "C", "C", "C", "C", "C", "H", "H", "H", "H", "H", "H", "H", "H"], "xyz": [[-1.0462, 1.4655, 1.1444], [1.1035, 0.6116, -0.0428], [-1.1182, -0.2161, -0.7409], [1.1027, -0.9599, -0.0014], [-0.3854, 0.5821, 0.3069], [-0.3756, -0.9137, 0.3659], [-0.8741, -1.5033, 1.1195], [1.7150, -1.3504, 0.8178], [-1.4572, 2.1541, 0.6042], [1.1582, 1.1786, -0.9658], [-0.7658, -0.2828, -1.7743], [-2.1986, -0.2415, -0.6391], [1.7937, 1.0084, 0.7110], [1.3479, -1.5326, -0.9052]], "mulliken_charge": [-0.542, -0.608, -0.784, -0.634, 0.461, -0.202, 0.385, 0.264, 0.345, 0.277, 0.198, 0.292, 0.279, 0.269]}

No. 3
{"formula": "C50H99BrClFI2N2O15PS", "method": "wB97M-V/def2-TZVPD", "charge": 1, "elements": ["I", "I", "Br", "Cl", "S", "P", "F", "O", "O", "O", "O", "O", "O", "O", "O", "O", "O", "O", "O", "O", "O", "O", "N", "N", "C", "C", "C", "C", "C", "C", "C", "C", "C", "C", "C", "C", "C", "C", "C", "C", "C", "C", "C", "C", "C", "C", "C", "C", "C", "C", "C", "C", "C", "C", "C", "C", "C", "C", "C", "C", "C", "C", "C", "C", "C", "C", "C", "C", "C", "C", "C", "C", "C", "C", "H", "H", "H", "H", "H", "H", "H", "H", "H", "H", "H", "H", "H", "H", "H", "H", "H", "H", "H", "H", "H", "H", "H", "H", "H", "H", "H", "H", "H", "H", "H", "H", "H", "H", "H", "H", "H", "H", "H", "H", "H", "H", "H", "H", "H", "H", "H", "H", "H", "H", "H", "H", "H", "H", "H", "H", "H", "H", "H", "H", "H", "H", "H", "H", "H", "H", "H", "H", "H", "H", "H", "H", "H", "H", "H", "H", "H", "H", "H", "H", "H", "H", "H", "H", "H", "H", "H", "H", "H", "H", "H", "H", "H", "H", "H", "H", "H", "H", "H"], "xyz": [[6.0591, -2.5936, -1.6602], [3.2090, -0.3011, -5.0777], [2.8828, 0.4155, 2.6885], [-0.7853, -2.4581, -2.4455], [-4.6792, -2.8702, -2.7740], [1.6113, 1.2741, -2.3011], [0.8763, -0.7644, -3.6342], [-2.2376, 5.9144, -2.1985], [3.2708, -3.7272, -2.7019], [6.6688, 3.8845, -1.8946], [-6.1950, -3.3442, -2.6449], [1.1739, 1.9301, -0.9122], [0.9152, 1.9303, -3.4147], [-0.5256, -0.9766, 4.3669], [0.5761, 9.6515, -5.6765], [-4.2710, -3.0248, -4.1375], [3.2546, -2.6454, -0.2477], [3.1769, 1.5496, -2.3427], [4.1655, -4.5085, -4.5779], [-3.8997, -3.6337, -1.8269], [-5.8986, -3.3307, 1.6124], [-3.5454, -2.9045, 9.1637], [-0.6603, -0.5613, 0.7471], [2.5601, -1.4943, -2.1458], [1.2859, -6.2759, -0.3045], [0.9601, 7.6806, -7.1021], [1.3064, -0.6008, -2.3574], [5.3010, 3.2737, 0.0509], [4.9941, -1.4822, -3.1212], [-1.0974, -4.9265, -0.5319], [0.1607, 8.9442, -6.8296], [-1.1250, 6.6509, -1.7210], [-0.2382, -2.8313, 0.5427], [1.9136, 10.1166, -5.6746], [-7.2930, -3.5700, 1.5351], [-1.9277, -1.8759, 6.1860], [-5.1756, -5.6293, 1.1100], [3.9225, -2.5189, 2.9093], [-3.2218, -2.7320, 10.5330], [1.1793, -4.9607, 0.1235], [-0.5376, -1.5888, 5.6511], [-1.0783, 0.0317, -1.7442], [-0.9593, 4.4039, -3.6579], [-2.6117, -3.9616, 11.1839], [-5.8438, -3.7161, 9.5221], [-4.7552, -1.1684, -2.3085], [-2.5294, -0.3980, -1.4619], [0.2325, -1.4581, -0.0297], [6.2275, 5.2296, -1.9893], [2.0589, -5.4664, -4.0070], [-4.4878, -3.9204, 8.8689], [-7.9256, -3.9689, 2.8570], [1.6890, -0.9824, 0.3262], [2.9024, -1.3379, -0.6327], [-1.0076, -6.2390, -0.9551], [-1.1732, 0.2836, 4.2726], [7.0626, 6.2135, -1.1896], [-0.5778, 1.3545, 5.1688], [-3.4130, -0.5229, -2.7159], [-0.7767, 7.8614, -2.5679], [-2.1128, 5.3789, -3.5037], [-5.0943, -4.4203, 2.0249], [0.1917, -6.9370, -0.8439], [6.6756, 3.3222, -0.5942], [1.9595, -1.1112, 1.8320], [2.4303, -2.4278, 2.4731], [-0.0080, -1.0853, -1.5400], [3.2470, -4.5537, -3.8216], [5.9788, -1.1291, -4.2048], [3.9673, -0.2799, -0.3497], [3.6868, -1.1722, -3.1583], [2.1556, -2.9028, -2.5560], [-0.0075, -4.2371, 0.0146], [2.2332, 11.0864, -6.7993], [4.6822, -0.0925, -1.1420], [1.5815, 0.1033, 0.2144], [-1.0642, 0.5891, 3.2289], [1.6444, -5.2290, -4.9872], [-1.6392, 8.5210, -2.6664], [-6.1743, -4.3011, -2.4885], [3.3492, 2.1976, -3.0439], [4.8958, 4.2705, 0.2297], [2.0576, -4.5070, 0.5574], [0.9973, -0.9409, 2.3047], [-4.4790, -6.4014, 1.4386], [2.2417, -3.2856, 1.8378], [6.0105, -0.0530, -4.3773], [-1.0524, 0.3719, -2.7826], [4.1803, -3.5797, 2.9454], [2.0410, 10.6208, -4.7164], [-0.8800, 0.9188, -1.1553], [-0.9581, 3.9650, -4.6552], [3.5388, 0.6895, -0.1107], [0.0927, -2.8316, 1.5864], [0.5404, 7.1487, -7.9564], [-2.3221, -3.7358, 12.2103], [-7.7218, -3.2168, 3.6203], [-9.0051, -4.0658, 2.7405], [6.2898, 5.4787, -3.0489], [2.0048, 7.8986, -7.3280], [-6.2535, -2.7411, 9.2546], [-2.0532, -4.4194, -0.6153], [-0.4592, 7.5812, -3.5732], [4.0240, -2.1481, 3.9251], [-2.0404, 6.1820, -4.2455], [4.6088, 2.7435, -0.5991], [-0.3235, 0.3891, 0.8114], [-0.2498, 5.9971, -1.6099], [-5.5817, -0.6895, -2.8300], [2.6142, 9.2731, -5.6830], [6.9869, -1.4200, -3.9214], [4.0275, -2.6193, 0.3266], [3.2526, 11.4584, -6.6938], [-0.8835, -0.9407, 1.6559], [5.1699, 5.3076, -1.7086], [4.5341, -0.6045, 0.5196], [-2.5003, -1.9147, 10.5575], [5.7533, -1.6622, -5.1287], [-4.6022, -3.9010, 7.7842], [-3.3115, -4.7977, 11.2142], [1.5472, 11.9339, -6.7788], [-6.5378, -4.4902, 9.1938], [1.4344, -3.3357, -1.8673], [5.3517, 2.7614, 1.0137], [-5.3265, -4.7008, 3.0587], [0.4640, 2.5633, -1.1009], [1.8556, -2.5998, 3.3843], [0.2431, -7.9682, -1.1656], [-2.4959, -0.9608, 6.3575], [7.3925, 3.8407, 0.0506], [7.0012, 6.0254, -0.1169], [1.2903, -5.2471, -3.2673], [-5.7846, -3.7644, 10.6100], [-1.4025, 6.9745, -0.7175], [0.0046, -2.5275, 5.5282], [-2.2471, 0.1770, 4.4573], [-7.7282, -2.6298, 1.1953], [4.6031, -2.0021, 2.2340], [-3.0536, 4.8619, -3.6956], [0.0398, 8.4204, -2.1101], [0.4896, 1.4653, 4.9702], [-1.7272, -4.2869, 10.6340], [7.0510, 2.3054, -0.7229], [1.6693, -2.8122, -3.5268], [-2.9042, -1.1010, -3.4841], [-4.0824, -4.9058, 9.1249], [-4.8887, -1.1155, -1.2297], [-1.8883, -6.7315, -1.3475], [-7.5450, -4.9247, 3.2201], [-4.0991, -2.3940, 11.0948], [8.1117, 6.1465, -1.4795], [-2.9856, 0.4117, -0.8798], [0.0348, -0.9864, 6.3638], [-1.3240, -2.7515, 0.6303], [-0.6952, 1.1132, 6.2255], [0.9388, 7.0204, -6.2324], [-7.5128, -4.3161, 0.7627], [-2.6185, -1.2656, -0.8140], [-1.0448, 3.5968, -2.9279], [-0.8814, 8.6800, -6.6458], [0.1679, 9.6000, -7.7071], [-1.8669, -2.4036, 7.1378], [6.7142, 7.2309, -1.3674], [-4.9269, -5.3401, 0.0869], [2.3708, -6.5042, -3.9586], [2.1528, 10.6159, -7.7803], [0.0085, 4.8857, -3.5091], [-6.1749, -6.0675, 1.1016], [-1.0704, 2.3107, 4.9911], [-2.4910, -2.4898, 5.4808], [-3.6158, 0.4744, -3.1053], [2.2224, -6.8145, -0.2227], [-4.0712, -4.0404, 2.0272]], "mulliken_charge": [0.133, 0.117, -0.134, -0.018, 1.135, 0.240, -0.383, -0.440, 0.273, -0.457, -0.525, -0.722, -0.713, -0.291, -0.429, -0.664, -0.144, -0.183, -0.555, -0.497, -0.393, -0.354, -0.524, 2.098, -1.537, -1.012, -0.710, -0.675, 0.248, -0.258, -0.387, -0.143, -1.624, -0.299, -0.254, -0.945, -0.937, -1.808, -0.344, 0.517, -0.619, -1.309, -0.720, -1.065, -1.094, -1.116, -1.288, 1.434, -0.202, -0.731, -0.293, -1.151, -0.232, 0.757, -0.893, -0.113, -1.143, -1.283, -0.723, -0.791, -0.541, -0.064, -0.702, -0.497, 0.942, 0.271, 1.641, 0.442, -1.664, -2.218, -0.797, -1.252, -0.368, -1.056, 0.463, 0.565, 0.118, 0.289, 0.287, 0.391, 0.448, 0.375, 0.528, -0.799, 0.414, -0.580, 0.430, 0.989, 0.467, 0.327, -0.016, 0.503, 0.432, 0.309, 0.397, 0.395, 0.283, 0.409, 0.402, 0.289, 0.303, 0.454, -0.026, 0.419, 0.299, 0.034, 0.456, 0.069, 0.524, 0.293, 0.502, 0.554, 0.389, 0.074, 0.208, 0.173, 0.346, 0.442, 0.283, 0.272, 0.294, 0.390, -0.334, 0.385, 0.305, 0.370, 0.436, 0.440, 0.291, 0.336, 0.277, -0.008, 0.273, 0.391, 0.355, 0.456, 0.354, 0.331, 0.365, 0.434, 0.262, 0.285, 0.362, 1.509, 0.633, 0.322, 0.485, 0.506, 0.279, 0.296, 0.283, 0.596, 0.384, 1.130, 0.320, 0.223, 0.263, 0.098, 0.077, 0.347, 0.362, 0.354, 0.413, 0.042, 0.366, 0.269, 0.256, 0.377, 0.418, 0.245, 0.408, 0.429, 0.115]}

No. 4
{"formula": "C2H8S2", "method": "wB97M-V/def2-TZVPD", "de_lowest_kcal_mol": 28.56, "smiles": "CS.CS", "elements": ["S", "S", "C", "C", "H", "H", "H", "H", "H", "H", "H", "H"], "xyz": [[-1.2399, 0.7947, 0.2844], [1.8927, -0.1015, -2.4250], [-2.4654, 0.0039, 1.6078], [2.5056, -0.5571, -0.7748], [-2.9809, 0.9246, 1.9865], [1.9494, -0.0182, -0.0047], [-3.2563, -0.7037, 1.0783], [2.4128, -1.6827, -0.6220], [1.2552, 0.9364, -1.9685], [-1.8852, -0.5851, 2.3535], [3.6253, -0.3491, -0.7103], [-1.8132, 1.3377, -0.8051]], "mulliken_charge": [-0.207, -0.139, -0.652, -0.617, 0.251, 0.196, 0.245, 0.221, 0.057, 0.257, 0.266, 0.123]}

Asked for E_tot across the records above, the calculation gives -4720.00958, -270.48200, -7671.27558, -877.31321 a.u. in order.